(1)
{
  "formula": "C5H14N7O4S4SbW",
  "method": "wB97M-V/def2-TZVPD",
  "symbols": ["W", "N", "N", "C", "O", "O", "H", "H", "H", "C", "N", "C", "C", "N", "N", "C", "N", "N", "H", "H", "H", "H", "H", "H", "H", "H", "H", "H", "H", "S", "Sb", "S", "S", "S", "O", "O"],
  "positions_angstrom": [[-1.211, 0.198, -0.503], [-0.999, 4.654, -1.908], [0.038, 4.232, -1.109], [0.184, 2.997, -0.704], [1.324, 2.748, -0.258], [-0.787, 2.238, -0.658], [-1.307, 3.951, -2.617], [-1.891, 4.759, -1.364], [0.914, 4.706, -1.306], [2.287, -1.777, 2.843], [1.970, -0.691, 1.929], [2.283, 0.721, 2.254], [1.204, -0.961, 0.883], [0.832, -0.084, -0.041], [0.510, -2.174, 0.909], [-0.372, -2.649, -0.028], [-0.479, -4.023, -0.005], [-1.079, -1.953, -0.837], [1.371, -2.000, 3.432], [3.024, -1.388, 3.582], [2.629, -2.653, 2.362], [2.683, 1.388, 1.478], [2.973, 0.610, 3.125], [1.416, 1.179, 2.640], [1.420, 0.757, -0.335], [0.354, -2.507, 1.865], [-0.319, -4.463, 0.875], [-1.326, -4.405, -0.393], [-1.767, -2.398, -1.387], [-3.405, 1.370, -4.858], [-2.456, -0.406, -3.574], [-0.378, 0.409, -3.046], [-3.460, -0.168, -1.409], [-3.196, -2.392, -4.327], [-1.391, 0.804, 1.328], [-1.597, -0.631, 1.161]],
  "max_force_ev_per_a": 4.7,
  "lumo_energy_ev": [-0.990, -2.299],
  "molar_mass_g_mol": 670.08,
  "homo_ev": [-7.91, -8.37],
  "multiplicity": 3,
  "charge": 0
}

=====

(2)
{
  "formula": "C2H4N4O2",
  "method": "wB97M-V/def2-TZVPD",
  "symbols": ["H", "N", "C", "N", "N", "N", "C", "O", "O", "H", "H", "H"],
  "positions_angstrom": [[1.995, 1.238, 2.030], [0.976, 1.035, 2.171], [0.653, 0.668, 0.968], [-0.734, 0.568, 0.796], [-0.930, 0.094, -0.609], [-2.036, -0.626, -0.661], [0.347, -0.480, -0.835], [0.730, -1.357, -1.595], [1.381, 0.194, -0.081], [-1.224, 1.521, 0.932], [-1.865, -1.665, -0.794], [-2.725, -0.419, -1.441]],
  "max_force_ev_per_a": 5.9,
  "lumo_energy_ev": 0.519,
  "molar_mass_g_mol": 116.08,
  "smiles": "[H]/N=c1/[nH]n(N)c(=O)o1",
  "homo_ev": -9.69,
  "charge": 0
}

=====

(3)
{
  "formula": "C18H23Cl13IO4P",
  "method": "wB97M-V/def2-TZVPD",
  "symbols": ["C", "C", "C", "C", "C", "C", "C", "O", "C", "O", "C", "C", "C", "C", "I", "C", "P", "O", "Cl", "C", "O", "H", "H", "H", "H", "H", "H", "H", "H", "H", "H", "H", "H", "H", "H", "H", "H", "H", "H", "H", "Cl", "C", "Cl", "Cl", "H", "Cl", "C", "Cl", "Cl", "H", "Cl", "C", "Cl", "Cl", "H", "Cl", "C", "Cl", "Cl", "H"],
  "positions_angstrom": [[-2.976, 6.265, -2.159], [-1.392, 6.214, -2.333], [-0.718, 4.807, -1.985], [-1.490, 3.535, -2.552], [-1.188, 3.493, -4.143], [-1.100, 2.163, -1.824], [-1.281, 2.049, -0.421], [-1.793, 3.076, 0.403], [-0.902, 0.663, 0.294], [-0.381, 0.685, 1.422], [-1.196, -0.646, -0.552], [-1.626, -1.948, 0.238], [-0.348, -2.403, 1.128], [-0.642, -2.380, 2.702], [-1.676, -4.239, 3.187], [-1.049, -0.535, -1.948], [-1.396, -2.060, -3.027], [-1.318, -1.512, -4.661], [-3.391, -2.724, -2.756], [-0.555, 0.873, -2.549], [0.235, 0.845, -3.500], [-3.349, 5.579, -1.336], [-3.326, 7.326, -1.962], [-3.452, 5.950, -3.154], [-0.961, 6.968, -1.580], [-1.020, 6.575, -3.351], [0.313, 4.810, -2.492], [-0.515, 4.789, -0.871], [-2.630, 3.605, -2.473], [-1.823, 2.732, -4.690], [-1.337, 4.557, -4.540], [-0.080, 3.249, -4.266], [-2.769, 3.031, 0.396], [-2.501, -1.688, 0.922], [-1.918, -2.825, -0.418], [0.036, -3.430, 0.808], [0.526, -1.676, 0.965], [-1.242, -1.457, 3.016], [0.361, -2.277, 3.239], [-0.808, -2.193, -5.155], [2.550, -0.368, 0.547], [3.091, 1.121, 1.334], [3.792, 0.766, 2.919], [4.257, 1.974, 0.315], [2.226, 1.764, 1.479], [9.073, -0.972, 3.400], [7.913, 0.348, 3.608], [7.428, 0.489, 5.303], [8.596, 1.872, 3.027], [7.028, 0.122, 3.017], [-2.818, -7.411, 3.881], [-2.824, -7.488, 5.649], [-1.281, -8.111, 6.250], [-3.163, -5.897, 6.343], [-3.612, -8.170, 5.958], [2.017, -4.278, -0.164], [2.197, -6.037, -0.226], [2.191, -6.720, 1.405], [0.915, -6.758, -1.208], [3.154, -6.266, -0.689]],
  "max_force_ev_per_a": 3.3,
  "lumo_energy_ev": -1.352,
  "molar_mass_g_mol": 922.14,
  "smiles": "CCC[C@@H](C)C1=C(O)C(=O)C(CCCI)=C(P(O)Cl)C1=O.ClC(Cl)Cl.ClC(Cl)Cl.ClC(Cl)Cl.ClC(Cl)Cl",
  "homo_ev": -8.99,
  "charge": 0
}

=====

(4)
{
  "formula": "C8H24CrHg2O13S2",
  "method": "wB97M-V/def2-TZVPD",
  "symbols": ["Hg", "Hg", "Cr", "C", "C", "O", "H", "H", "H", "H", "H", "S", "O", "O", "O", "O", "S", "O", "O", "O", "O", "O", "H", "C", "C", "O", "H", "H", "H", "H", "H", "H", "C", "C", "O", "H", "H", "H", "H", "H", "H", "C", "C", "O", "H", "H", "H", "H", "H", "H"],
  "positions_angstrom": [[-0.117, 0.201, -2.772], [1.560, 0.586, 1.027], [-0.017, -2.157, 0.294], [1.210, -1.771, 4.353], [0.174, -1.234, 3.396], [0.501, -1.122, 2.043], [1.518, -2.805, 4.197], [0.760, -1.775, 5.353], [2.081, -1.126, 4.488], [-0.103, -0.228, 3.766], [-0.803, -1.707, 3.584], [2.554, 1.643, -1.542], [1.453, 1.674, -2.565], [2.665, 0.237, -0.972], [3.820, 2.040, -2.073], [2.078, 2.394, -0.326], [-1.382, -2.810, -2.559], [-2.619, -3.275, -1.990], [-0.279, -2.851, -1.490], [-0.875, -3.491, -3.713], [-1.530, -1.314, -2.874], [-0.028, -0.235, -0.519], [-0.681, 0.314, -0.059], [-1.430, 3.862, 2.730], [-1.372, 2.398, 2.338], [-0.406, 2.144, 1.301], [-2.086, 3.966, 3.597], [-1.897, 4.442, 1.926], [-0.487, 4.335, 2.992], [-2.346, 1.998, 2.052], [-1.071, 1.882, 3.252], [-0.578, 2.837, 0.654], [-4.096, 2.503, -2.390], [-3.073, 1.382, -2.259], [-1.732, 1.919, -2.310], [-4.009, 3.010, -3.349], [-3.922, 3.242, -1.603], [-5.086, 2.068, -2.258], [-3.182, 0.671, -3.070], [-3.232, 0.932, -1.277], [-1.680, 2.759, -1.845], [4.166, -3.322, -1.139], [2.656, -3.246, -1.227], [2.205, -2.268, -0.252], [4.392, -3.749, -0.155], [4.666, -2.361, -1.232], [4.605, -4.067, -1.805], [2.191, -4.198, -0.987], [2.279, -2.908, -2.192], [2.590, -1.419, -0.538]],
  "max_force_ev_per_a": 2.1,
  "lumo_energy_ev": [-1.702, -1.723],
  "molar_mass_g_mol": 845.58,
  "homo_ev": [-8.95, -9.29],
  "multiplicity": 5,
  "charge": 0
}

=====

(5)
{
  "formula": "C7H16N2O2S",
  "method": "wB97M-V/def2-TZVPD",
  "symbols": ["C", "C", "C", "C", "C", "C", "C", "N", "N", "O", "O", "S", "H", "H", "H", "H", "H", "H", "H", "H", "H", "H", "H", "H", "H", "H", "H", "H"],
  "positions_angstrom": [[-1.549, 1.266, 1.234], [-0.779, -0.118, 1.312], [1.895, -1.740, 0.651], [1.603, -0.806, -1.592], [2.149, 0.650, 0.309], [-3.283, 0.498, -0.327], [1.309, -0.620, -0.152], [-2.066, 1.315, -0.143], [-0.140, -0.286, 0.001], [-1.262, 0.121, -2.254], [0.147, 1.844, -1.360], [-0.736, 0.781, -1.116], [-2.311, 1.212, 1.947], [-0.944, 2.149, 1.491], [0.014, -0.016, 1.978], [-1.425, -1.013, 1.432], [1.544, -1.575, 1.751], [1.627, -2.817, 0.136], [2.986, -1.819, 0.709], [1.469, 0.204, -2.193], [0.914, -1.601, -1.971], [2.661, -1.150, -1.695], [2.190, 1.334, -0.551], [1.639, 1.128, 1.123], [3.189, 0.275, 0.378], [-3.210, 0.061, -1.368], [-3.510, -0.487, 0.340], [-4.121, 1.215, -0.069]],
  "max_force_ev_per_a": 5.0,
  "lumo_energy_ev": [0.574, -4.621],
  "molar_mass_g_mol": 192.28,
  "homo_ev": [-2.52, -10.86],
  "multiplicity": 3,
  "charge": 0
}

=====

(6)
{
  "formula": "C6H9N5",
  "method": "wB97M-V/def2-TZVPD",
  "symbols": ["H", "N", "C", "C", "C", "N", "N", "H", "H", "H", "H", "H", "N", "C", "N", "C", "C", "H", "H", "H"],
  "positions_angstrom": [[0.103, -0.837, 0.181], [-0.406, -1.647, 0.604], [-1.571, -1.660, 0.092], [-2.536, -2.670, 0.463], [-3.373, -3.504, 0.729], [-2.093, -0.741, -0.816], [-1.188, 0.118, -1.431], [-4.118, -4.219, 0.950], [-2.877, -1.081, -1.380], [-0.956, -0.175, -2.389], [-1.575, 1.077, -1.464], [0.948, 0.900, -1.000], [0.711, 1.577, -0.275], [1.732, 1.829, 0.432], [1.673, 2.697, 1.482], [3.057, 1.242, 0.222], [4.130, 0.742, 0.018], [2.476, 2.910, 2.052], [0.779, 3.140, 1.692], [5.084, 0.301, -0.163]],
  "max_force_ev_per_a": 1.7,
  "lumo_energy_ev": 0.906,
  "molar_mass_g_mol": 151.17,
  "smiles": "[H]/N=C(/C#C)NN.[H]/N=C(/N)C#C",
  "homo_ev": -9.08,
  "charge": 0
}